Record 1
This record from the OMol25 dataset describes 2 unconnected molecules or ions with the total composition C5H14NOS at a distorted geometry. The level of theory is ωB97M-V/def2-TZVPD.

Structure (XYZ):
```
22
Properties=species:S:1:pos:R:3
C 1.660 -0.276 1.155
N 0.794 -1.462 1.002
C -0.645 -1.157 0.894
C -1.216 -0.806 -0.559
S -2.583 0.286 -0.506
C 2.789 -0.281 0.107
C 2.159 0.158 -1.248
H 2.088 -0.453 2.067
H 1.205 0.775 1.200
H 1.095 -1.971 0.082
H -0.762 -0.228 1.419
H -1.272 -1.909 1.269
H -0.405 -0.322 -1.167
H -1.488 -1.835 -1.020
H 3.283 -1.321 -0.033
H 3.451 0.506 0.431
H 1.670 -0.569 -1.913
H 1.453 1.041 -1.100
H 2.801 0.586 -1.912
H -1.504 2.289 -0.032
H -0.055 1.934 0.115
O -0.534 2.662 -0.052
```

## Properties
multiplicity: 2
gap between HOMO and LUMO (spin up / spin down): 1.91 / 6.15 eV
relative energy (zero: lowest compared OMol25 entry of this formula, charge and spin): 1.804 eV
charge: -2
lowest unoccupied orbital energy (spin up / spin down): 5.77 / 5.75 eV
strongest force on any atom: 6.1 eV/Å

For reference, the Löwdin charges in units of e are: -0.3296, -0.0953, -0.3313, -0.8000, 0.1831, -0.4941, -0.2870, 0.0237, 0.1217, 0.1096, 0.0538, 0.0572, 0.0175, 0.0503, 0.0141, -0.0207, 0.0429, 0.0728, -0.0718, -0.0307, -0.1260, -0.1601



Record 2
This record from the OMol25 dataset describes C6H12N2O5 in the gas phase at a distorted geometry. The level of theory is ωB97M-V/def2-TZVPD.

Structure (XYZ):
```
25
Properties=species:S:1:pos:R:3
C -0.913 0.860 -0.286
C 0.653 0.805 -0.476
C -1.580 0.781 -1.678
C 1.036 -1.427 0.432
C -0.227 -2.195 -0.001
C 1.022 -0.924 1.850
H -2.042 2.044 1.013
H -0.530 2.747 0.618
H -1.306 -0.017 0.324
H -2.630 1.073 -1.366
H -1.355 -0.232 -2.020
H -1.309 2.522 -2.371
H 2.393 -0.076 -0.287
H 1.879 -2.161 0.385
H 1.141 -1.835 2.486
H 0.021 -0.440 2.090
H 2.108 0.271 2.905
H 0.438 -1.938 -1.744
N -1.269 2.118 0.300
N 1.373 -0.394 -0.535
O 1.300 1.859 -0.435
O -0.981 1.648 -2.642
O -1.137 -2.534 0.747
O 2.177 -0.081 2.016
O -0.262 -2.472 -1.323
```

## Properties
multiplicity: 1
gap between HOMO and LUMO: 9.78 eV
relative energy (zero: lowest compared OMol25 entry of this formula, charge and spin): 1.146 eV
SMILES: N[C@@H](CO)C(=O)N[C@@H](CO)C(=O)O
lowest unoccupied orbital energy: 0.46 eV
strongest force on any atom: 2.9 eV/Å

For reference, the Löwdin charges in units of e are: -0.3162, -0.3766, -0.2144, -0.2598, -0.4662, -0.1974, 0.1100, 0.0816, 0.1421, 0.1413, 0.1084, 0.0940, 0.1887, 0.1771, 0.1395, 0.1431, 0.0943, 0.1119, 0.0365, 0.0774, 0.0687, -0.0498, 0.1028, -0.0465, 0.1097



Record 3
This record from the OMol25 dataset describes a molecular structure, C11H26ClI2LaN2P2Se at a distorted geometry. The level of theory is ωB97M-V/def2-TZVPD.

Structure (XYZ):
```
46
Properties=species:S:1:pos:R:3
I 0.759 -3.642 -0.242
I 3.385 0.177 -0.546
La 0.530 -0.577 -0.036
P 0.072 0.482 -2.718
C 1.015 1.695 -3.656
C 0.535 -0.987 -3.757
H 0.409 -0.688 -4.815
H -1.359 0.847 -4.642
H -0.069 -1.867 -3.503
H -2.251 -0.050 -3.308
H 2.077 1.540 -3.453
H 1.570 -1.257 -3.514
C -1.553 0.764 -3.550
H 0.783 1.635 -4.730
H -1.989 1.671 -3.110
H 0.758 2.674 -3.243
P -0.092 -0.658 2.730
C 0.779 0.122 4.080
C -1.776 -0.717 3.462
H -0.223 -3.110 2.489
H 0.164 -2.549 4.201
H 1.381 -2.577 2.815
C 0.342 -2.410 3.121
H -2.424 -1.376 2.866
H -1.636 -1.078 4.503
H 0.480 -0.349 5.028
H 0.540 1.186 4.041
H -2.206 0.289 3.385
H 1.854 0.039 3.897
Cl -1.907 -1.870 -0.520
C -1.667 3.383 3.399
N -0.980 4.035 2.303
C -0.347 5.289 2.351
C -0.018 5.615 1.077
N -0.458 4.576 0.262
C -0.401 4.611 -1.180
C -0.954 3.536 1.017
Se -1.419 1.820 0.412
H -1.520 4.001 4.287
H -1.288 2.369 3.571
H -2.740 3.305 3.195
H -0.185 5.834 3.274
H 0.499 6.461 0.635
H -0.825 5.558 -1.527
H 0.625 4.550 -1.562
H -0.980 3.766 -1.551
```

## Properties
multiplicity: 1
gap between HOMO and LUMO (spin up / spin down): 4.16 / 5.78 eV
relative energy (zero: lowest compared OMol25 entry of this formula, charge and spin): 2.059 eV
charge: +2
lowest unoccupied orbital energy (spin up / spin down): -10.34 / -8.71 eV
strongest force on any atom: 3.3 eV/Å

For reference, the Löwdin charges in units of e are: 0.4444, -0.0321, 0.3843, 0.6079, -0.2792, -0.2621, 0.0696, 0.0693, 0.0423, 0.0466, 0.0357, 0.0410, -0.2639, 0.0730, 0.0303, 0.0246, 0.6170, -0.2662, -0.2493, -0.0070, 0.0732, 0.0341, -0.3022, 0.0575, 0.0731, 0.0755, 0.0303, 0.0212, 0.0656, -0.2572, -0.0018, -0.1023, 0.0330, 0.0237, -0.1124, -0.0023, -0.5582, 0.8295, 0.1158, 0.0581, 0.1176, 0.1509, 0.1562, 0.1232, 0.1133, 0.0582



Record 4
This record from the OMol25 dataset describes C5H10O in the gas phase. The level of theory is ωB97M-V/def2-TZVPD.

Structure (XYZ):
```
16
Properties=species:S:1:pos:R:3
C -1.767 0.808 -0.162
C -0.766 -0.078 0.510
C -0.350 -1.425 -0.017
O 0.853 -1.278 0.945
C 0.708 0.268 0.598
C 1.603 0.579 -0.592
H -1.895 1.736 0.408
H -2.744 0.313 -0.185
H -1.511 1.088 -1.201
H 0.140 -1.082 1.686
H 0.144 -1.558 -0.996
H -0.937 -2.319 0.214
H 1.049 0.857 1.460
H 2.662 0.402 -0.374
H 1.482 1.650 -0.793
H 1.329 0.039 -1.500
```

## Properties
multiplicity: 1
gap between HOMO and LUMO: 7.73 eV
relative energy (zero: lowest compared OMol25 entry of this formula, charge and spin): 5.103 eV
lowest unoccupied orbital energy: 1.01 eV
strongest force on any atom: 0.3 eV/Å

For reference, the Löwdin charges in units of e are: -0.1208, -0.3459, -0.1227, -0.0498, -0.2574, -0.0528, 0.0666, 0.0668, 0.0662, 0.1528, 0.1052, 0.1136, 0.1336, 0.0825, 0.0894, 0.0727